1.
The following is a DFT calculation (the ωB97M-V functional and the def2-TZVPD basis) of the ion C3H6NOS with charge +1.

LUMO: -0.1359 hartree
E_HOMO: -13.70 eV
SMILES string: O[C@H]1[NH2+]C=CS1
HOMO-LUMO gap: 0.368 hartree
spin multiplicity: 1
total charge: +1
E_tot: -17572.4043 eV

Each line ends with the Löwdin charge.
CARTESIAN COORDINATES (ANGSTROEM)
H 1.77162 1.35214 0.19417  0.181
H -1.69762 -0.88898 1.31873  0.157
S -0.59481 1.70732 -0.84986  1.047
C -1.12318 -0.16200 0.72822  -0.219
H 0.73265 -0.70390 0.99013  0.189
C -1.52126 1.05651 0.46316  -0.330
H -0.03516 -1.49491 -0.09865  0.170
C 0.65482 0.37912 -0.91372  -0.560
H 0.67352 -0.16287 -1.89069  0.160
N 0.08920 -0.57094 0.22405  0.085
O 1.90901 0.77328 -0.66793  0.001
H -2.49188 1.46208 0.78398  0.119

2.
The following is a DFT calculation (the ωB97M-V functional and the def2-TZVPD basis) of the ion C3H6NS2 with charge +1.

LUMO: -0.1827 hartree
E_HOMO: -13.42 eV
HOMO-LUMO gap: 0.311 hartree
spin multiplicity: 1
total charge: +1
E_tot: -26360.4539 eV

Each line ends with the Löwdin charge.
CARTESIAN COORDINATES (ANGSTROEM)
C -1.05066 -0.27878 1.41862  -0.364
H -1.96736 1.46224 1.32333  0.123
C 1.36949 -0.35791 0.19010  -0.535
N -1.30156 0.89786 0.89261  0.180
H 2.33385 0.11497 0.66242  0.135
H -0.07056 -0.13600 -3.13641  -0.038
H -1.82112 -0.74722 1.85628  0.062
H 1.98275 0.15224 -1.75499  0.126
S 0.29492 -1.32974 1.17288  1.047
H -0.55415 1.39427 0.45470  0.114
C 1.07769 -0.19304 -1.10027  -0.583
S -0.29328 -0.97889 -1.97927  0.733

3.
The following is a DFT calculation (the ωB97M-V functional and the def2-TZVPD basis) of the ion C3H6O with charge -1.

LUMO (spin up / spin down): 0.1720 / 0.1671 hartree
E_HOMO (spin up / spin down): 2.25 / -2.70 eV
HOMO-LUMO gap (spin up / spin down): 0.089 / 0.266 hartree
spin multiplicity: 2
total charge: -1
E_tot: -5252.0429 eV

Each line ends with the Mulliken spin population.
CARTESIAN COORDINATES (ANGSTROEM)
C 0.38475 -0.75006 0.63097  0.379
H -0.36295 -0.72896 -1.38681  0.067
H -1.26576 1.53154 -0.21656  0.112
H 0.70742 -0.16181 1.51766  0.005
O 0.64964 -2.14687 0.74225  -0.033
C -0.27794 1.38166 -0.56722  -0.151
C -0.10053 -0.14468 -0.45685  0.481
H -0.02247 1.62047 -1.55309  0.018
H -0.15969 -2.56811 1.13217  0.055
H 0.44752 1.96683 0.15748  0.066

4.
The following is a DFT calculation (the ωB97M-V functional and the def2-TZVPD basis) of the molecule C3H6O.

LUMO: 0.0149 hartree
E_HOMO: -8.20 eV
HOMO-LUMO gap: 0.316 hartree
spin multiplicity: 1
total charge: 0
E_tot: -5251.5625 eV

Each line ends with the Löwdin charge.
CARTESIAN COORDINATES (ANGSTROEM)
H 1.18450 -1.70838 -1.21947  0.087
H -0.65315 0.55775 1.53944  0.093
H -0.35051 2.28061 1.06168  0.092
H -1.23373 1.19345 -0.03995  0.080
H -0.54601 -1.78247 -0.98899  0.076
C -0.43477 1.25124 0.71457  -0.103
C 0.33718 0.15214 -0.98387  -0.064
C 0.36222 -1.29745 -0.61741  -0.124
H 0.53405 -1.51585 0.44407  0.076
O 0.80023 0.86897 0.08992  -0.215

5.
The following is a DFT calculation (the ωB97M-V functional and the def2-TZVPD basis) of the molecule C3H6O2.

LUMO: 0.0257 hartree
E_HOMO: -9.68 eV
SMILES string: CC(=O)CO
HOMO-LUMO gap: 0.381 hartree
spin multiplicity: 1
total charge: 0
E_tot: -7301.0083 eV

Each line ends with the Löwdin charge.
CARTESIAN COORDINATES (ANGSTROEM)
H 0.10519 1.93822 -0.54641  0.155
O 1.25850 -0.08707 0.89830  0.057
H -0.24764 -2.25786 0.35096  0.094
H 0.78212 1.54151 1.19273  0.054
H -1.56946 0.96357 -0.18895  0.128
H 0.82224 -1.90503 -1.00233  0.092
C 0.29554 -0.19922 0.15076  -0.413
H -0.91025 -1.49792 -1.12229  0.079
O -0.03124 2.03061 0.93667  -0.118
C -0.05005 -1.53737 -0.45173  -0.005
C -0.46940 1.06591 -0.11574  -0.123

6.
The following is a DFT calculation (the ωB97M-V functional and the def2-TZVPD basis) of a cluster of 2 separate species, C3H6O2 in total.

LUMO: 0.0214 hartree
E_HOMO: -9.50 eV
SMILES string: CC=O.C=O
HOMO-LUMO gap: 0.370 hartree
spin multiplicity: 1
total charge: 0
E_tot: -7301.7694 eV

Each line ends with the Löwdin charge.
CARTESIAN COORDINATES (ANGSTROEM)
H 0.95422 1.14551 0.80651  0.069
O 1.27937 -1.86231 0.00230  0.028
O -1.55923 0.09436 0.36728  0.003
C 1.70162 0.39766 0.54138  -0.057
H 0.61274 -0.41710 -1.23303  0.109
H -3.48420 0.65679 0.08218  0.079
H -2.68789 -0.30295 -1.26271  0.085
H 2.25980 -0.07852 1.33848  0.079
C -2.57136 0.15384 -0.26232  -0.124
C 1.07564 -0.70337 -0.27493  -0.349
H 2.41929 0.91608 -0.10514  0.079